C19H32F3GaNO4SSb | the ωB97M-V functional and the def2-TZVPD basis

Calculated values
frontier orbital gap: 8.85 eV
total charge: +2
multiplicity: 1
energy: -107789.7035 eV
molar mass: 619.01 g/mol

Structure (XYZ):
```
62
C19H32F3GaNO4SSb the ωB97M-V functional and the def2-TZVPD basis
Sb 3.31580 0.76424 -1.14675
Ga -1.95543 1.35192 -0.98285
S 0.82434 -1.25721 -0.62982
F 2.96065 -2.40677 0.27768
F 1.11989 -3.51741 0.60330
F 2.02014 -3.45597 -1.36707
O 0.66725 -0.54371 0.60281
O 1.85437 -0.52755 -1.53437
O -3.08418 -0.04305 -0.08612
O -0.29894 -1.61849 -1.41522
N -2.46569 -1.73956 1.23284
C 2.80956 2.26237 -2.54289
C 3.25698 1.43870 0.85893
C -2.53149 -3.10100 1.78312
C -3.24285 -1.24296 0.29206
C -5.02270 -3.65199 1.62066
C 4.99581 -0.39309 -1.69290
C 3.94502 3.27772 -2.67825
C -0.41365 3.81475 0.68997
C -3.82498 -3.39987 2.52984
C -0.86344 2.81795 1.55154
C -1.31565 4.52542 -0.09085
C -2.67392 4.23809 -0.01506
C -2.22340 2.53855 1.63792
C 4.83895 -0.98016 -3.09351
C 1.79265 -2.78278 -0.25974
C -3.12989 3.24516 0.84855
C -5.41516 -2.47825 0.73016
C 3.70151 0.42687 1.90718
C -4.34096 -2.07381 -0.29350
H 3.66122 4.03199 -3.41099
H 0.63959 4.06722 0.65352
H 1.88012 2.70877 -2.18740
H -3.65209 -4.28781 3.14027
H -0.96362 5.30542 -0.75255
H -3.89693 -2.97057 -0.73884
H -0.16558 2.28027 2.18155
H 4.76989 -0.20421 -3.85619
H -3.37616 4.79558 -0.62067
H 5.71645 -1.58477 -3.31962
H 2.59879 1.73824 -3.47551
H 3.93798 2.29587 0.81137
H 5.10160 -1.15504 -0.92032
H 4.86885 2.81764 -3.03080
H -2.37616 -3.81768 0.97256
H -5.88016 -3.92807 2.23525
H -2.58201 1.78374 2.32529
H 3.96375 -1.62421 -3.17121
H -5.68590 -1.60912 1.33669
H -4.81092 -4.52020 0.98772
H -4.18946 3.03797 0.92556
H -4.03164 -2.58024 3.22402
H -4.77771 -1.48760 -1.09837
H 3.01405 -0.41234 1.97665
H 3.72727 0.92535 2.87587
H -1.67994 -3.18814 2.45548
H 4.70494 0.04984 1.70985
H -6.30946 -2.74805 0.16882
H 5.85003 0.28285 -1.61061
H 2.25097 1.82552 1.02190
H -1.75928 -1.11405 1.59494
H 4.15091 3.79778 -1.74190
```